(1)
69
Properties=species:S:1:pos:R:3:forces:R:3:mulliken_charge:R:1 method="wB97M-V/def2-TZVPD" total_energy_ev=-104901.964 orbital_gap_ev="6.93 / 8.34" total_charge=+1 spin_multiplicity=2 e_lumo_ha="-0.1524 / -0.0994"
Fe -0.251 -0.858 -1.012 0.3 1.6 -0.9 -0.15
O -1.095 -0.558 -4.624 -0.1 0.0 -0.3 -0.69
S -0.734 -0.680 -3.263 -0.2 0.2 0.3 0.80
O 0.716 -0.601 -2.918 0.2 0.0 0.1 -0.61
O -1.162 -1.936 -2.536 0.1 -0.3 0.1 -0.47
O -1.343 0.373 -2.323 -0.1 -0.5 0.1 -0.59
I 2.225 -0.960 -0.147 0.0 0.0 0.1 0.11
C 2.160 0.045 1.694 0.1 -0.2 0.3 0.07
C 2.662 -0.636 2.773 -0.1 -0.1 -0.4 -0.49
C 2.884 0.017 3.997 0.0 0.2 0.0 -0.94
C 2.662 1.358 4.082 0.0 -0.1 0.0 -0.89
C 2.147 2.084 2.983 0.0 0.0 0.0 0.79
C 1.995 3.484 3.095 0.0 0.0 -0.1 -0.80
C 1.518 4.218 2.049 0.1 -0.1 0.1 -1.18
C 1.085 3.552 0.896 0.0 -0.1 -0.1 -0.32
C 1.184 2.185 0.741 -0.1 0.3 -0.1 0.83
P 0.182 1.570 -0.682 -0.2 -0.9 0.7 1.63
C 0.986 2.259 -2.130 0.1 0.1 0.0 1.02
C 2.369 2.427 -2.058 0.0 0.0 0.0 -0.74
C 3.074 2.893 -3.155 0.0 0.0 0.0 -0.80
C 2.403 3.205 -4.325 0.0 0.0 0.0 -0.63
C 1.027 3.038 -4.403 0.1 0.0 -0.1 -1.08
C 0.317 2.557 -3.319 0.0 -0.1 0.1 -0.34
C -1.383 2.395 -0.278 0.1 0.1 -0.2 0.89
C -1.943 3.397 -1.060 0.0 -0.1 -0.1 -0.38
C -3.118 4.013 -0.658 -0.1 0.0 0.0 -0.78
C -3.736 3.636 0.523 0.0 0.0 0.0 -0.64
C -3.167 2.651 1.320 0.0 0.0 0.0 -0.89
C -1.992 2.038 0.923 0.1 0.0 0.1 -0.95
C 1.809 1.421 1.768 0.0 0.0 -0.2 0.25
H 2.923 -1.681 2.678 0.0 0.0 0.0 0.44
H 3.271 -0.539 4.838 0.0 0.0 0.0 0.42
H 2.881 1.900 4.991 0.0 0.0 0.0 0.41
H 2.278 3.958 4.024 0.0 0.0 0.0 0.42
H 1.420 5.291 2.117 0.0 0.0 0.0 0.45
H 0.610 4.140 0.119 0.0 0.0 0.0 0.48
H 2.903 2.197 -1.146 0.0 0.0 0.0 0.34
H 4.146 3.014 -3.092 0.0 0.0 0.0 0.44
H 2.953 3.574 -5.180 0.0 0.0 0.0 0.42
H 0.502 3.265 -5.320 0.0 0.0 0.0 0.43
H -0.742 2.383 -3.412 0.0 0.0 0.0 0.57
H -1.469 3.707 -1.981 0.0 0.0 0.0 0.45
H -3.552 4.791 -1.272 0.0 0.0 0.0 0.47
H -4.655 4.115 0.830 0.0 0.0 0.0 0.41
H -3.632 2.369 2.254 0.0 0.0 0.0 0.46
H -1.522 1.304 1.570 0.0 0.0 0.0 0.87
C -0.906 -6.172 0.000 0.0 0.0 0.1 -0.87
N -0.371 -5.140 -0.921 0.2 0.0 -0.1 0.04
C -1.458 -4.572 -1.770 -0.1 -0.1 0.0 -0.87
C 0.464 -4.059 -0.230 0.0 -0.1 0.1 -1.59
C -0.330 -3.264 0.776 0.1 -0.1 -0.4 2.01
C -0.547 -3.804 2.046 -0.1 0.0 0.0 -0.59
C -1.395 -3.186 2.950 0.0 0.1 -0.2 -0.81
C -2.058 -2.032 2.550 0.0 -0.2 0.2 -0.72
C -1.793 -1.473 1.312 -0.1 0.3 -0.2 -0.75
C -0.878 -2.025 0.416 0.0 0.1 0.5 -0.05
H -1.363 -6.957 -0.596 0.0 0.0 0.0 0.35
H -1.647 -5.708 0.643 0.0 0.0 0.0 0.44
H -0.094 -6.580 0.598 0.0 0.0 0.0 0.33
H 0.286 -5.614 -1.541 -0.1 0.0 0.0 0.35
H -2.049 -3.898 -1.156 0.0 0.0 0.0 0.33
H -2.067 -5.393 -2.138 0.0 0.0 0.0 0.39
H -1.023 -4.007 -2.587 0.0 0.0 0.1 0.38
H 0.829 -3.438 -1.048 0.0 0.0 0.1 0.36
H 1.301 -4.598 0.220 0.0 0.1 0.0 0.45
H -0.049 -4.725 2.322 0.0 0.0 0.0 0.51
H -1.552 -3.607 3.933 0.0 0.0 0.0 0.46
H -2.767 -1.552 3.213 0.0 0.0 0.0 0.45
H -2.326 -0.569 1.036 0.1 0.0 0.0 0.93

=====

(2)
12
Properties=species:S:1:pos:R:3:forces:R:3:mulliken_charge:R:1 method="wB97M-V/def2-TZVPD" total_energy_ev=-9977.872 orbital_gap_ev="9.50 / 8.20" total_charge=+1 spin_multiplicity=2 e_lumo_ha="-0.1371 / -0.1811"
H 3.269 -2.279 -0.994 0.2 0.3 0.0 0.29
O 3.452 -0.405 -0.268 -0.2 0.2 -0.2 0.06
C 3.933 -1.476 -0.656 0.0 -0.3 0.0 -0.05
H 5.022 -1.549 -0.613 -0.3 0.0 0.1 0.28
O 2.083 -0.220 -0.408 0.2 -0.1 0.5 -0.56
Rb 0.415 1.035 2.017 0.2 0.1 -0.6 0.96
O 0.734 3.636 -0.110 2.0 2.2 0.6 -0.50
C 1.789 4.395 -0.308 -2.3 -5.4 -1.9 0.17
C 2.074 5.590 0.214 0.3 2.3 1.3 -0.56
H 2.472 3.889 -1.021 0.1 0.7 0.3 0.34
H 3.015 6.063 -0.057 -0.3 0.0 0.1 0.28
H 1.401 6.081 0.915 0.1 -0.1 -0.2 0.30

=====

(3)
15
Properties=species:S:1:pos:R:3:forces:R:3:mulliken_charge:R:1 method="wB97M-V/def2-TZVPD" total_energy_ev=-18862.962 smiles=C[C@@H](CO)CCl orbital_gap_ev=11.02 total_charge=0 e_lumo_ha=0.0305
C 0.989 1.165 -0.063 -0.8 2.0 -0.3 -1.18
C -0.123 0.200 -0.464 -0.7 -1.8 -1.6 0.72
C 0.212 -1.208 0.094 -0.5 2.0 1.9 -1.00
O 1.459 -1.577 -0.304 3.0 -0.8 0.5 -0.51
C -1.509 0.538 0.058 -0.7 1.5 0.9 -0.94
Cl -2.911 -0.649 -0.164 1.2 0.5 0.0 -0.22
H 1.418 1.856 -0.857 -0.4 -1.5 0.5 0.27
H 1.688 0.518 0.403 1.4 0.1 0.2 0.32
H 0.665 1.924 0.660 -0.2 -0.4 0.3 0.35
H -0.123 0.147 -1.615 -0.3 -0.2 1.6 0.26
H 0.099 -1.227 1.229 0.2 0.5 -1.0 0.35
H -0.391 -1.985 -0.195 -2.4 -1.3 -1.1 0.48
H 1.887 -1.951 0.485 0.2 0.1 -0.8 0.32
H -1.855 1.446 -0.422 -0.2 0.0 -0.2 0.41
H -1.504 0.803 1.154 0.2 -0.7 -1.0 0.37

=====

(4)
15
Properties=species:S:1:pos:R:3:forces:R:3:mulliken_charge:R:1 method="wB97M-V/def2-TZVPD" total_energy_ev=-73714.039 orbital_gap_ev="7.18 / 7.93" total_charge=0 e_lumo_ha="0.0001 / 0.0065"
C -0.540 0.916 -0.035 -4.2 2.3 0.6 -0.71
C 0.700 1.610 -0.404 2.5 0.4 -0.2 -0.72
C -0.573 -0.613 -0.281 -0.1 1.1 -0.7 -0.08
C 0.765 -1.058 0.117 -0.2 -2.6 4.4 -0.10
O -0.773 -1.064 -1.643 -0.2 0.9 0.1 -0.52
O 0.998 -2.432 0.199 -0.2 1.3 -0.9 -0.41
Se 2.116 0.193 -0.150 0.6 0.7 -0.6 0.05
H -0.871 1.314 0.970 0.5 -1.6 -0.6 0.35
H -1.316 1.515 -0.638 0.5 -1.5 0.4 0.31
H 0.637 1.903 -1.427 0.5 -0.3 -1.1 0.36
H 0.973 2.610 0.050 -0.4 -1.6 0.4 0.40
H -1.286 -1.159 0.314 -0.5 0.2 0.2 0.38
H 0.354 -0.869 2.119 0.3 0.1 -2.0 0.02
H -0.650 -0.328 -2.260 0.0 -0.2 0.2 0.33
H 0.144 -2.911 0.340 0.9 0.8 -0.2 0.35

=====

(5)
9
Properties=species:S:1:pos:R:3:forces:R:3:mulliken_charge:R:1 method="wB97M-V/def2-TZVPD" total_energy_ev=-8739.028 orbital_gap_ev="7.59 / 7.12" total_charge=0 spin_multiplicity=3 e_lumo_ha="0.0307 / -0.1210"
C 0.974 0.064 -0.094 0.6 0.0 3.1 -0.11
C 0.730 -0.266 1.633 0.1 -0.1 -3.6 -0.14
C -1.243 0.246 -1.303 -1.8 -1.8 -1.1 0.12
N 0.074 0.091 -0.926 -2.4 0.3 -1.1 -0.17
O -0.220 -0.917 1.931 -1.6 -0.5 0.1 -0.36
O -1.928 1.235 -1.395 1.2 0.6 0.7 -0.41
H 1.955 0.200 -0.511 1.0 0.1 0.9 0.39
H 1.424 0.046 2.357 1.7 0.9 0.3 0.42
H -1.767 -0.698 -1.691 1.2 0.5 0.7 0.27

=====

(6)
9
Properties=species:S:1:pos:R:3:forces:R:3:mulliken_charge:R:1 method="wB97M-V/def2-TZVPD" total_energy_ev=-11653.843 orbital_gap_ev="8.44 / 8.43" total_charge=0 e_lumo_ha="-0.0916 / -0.0916"
C -2.058 1.236 0.103 0.2 -0.3 0.1 -0.24
C -0.862 0.777 0.131 1.1 0.9 -0.6 0.10
C 0.066 -0.738 0.118 -0.4 0.9 1.6 -0.07
C 0.525 0.610 -0.022 2.0 0.6 1.5 0.63
O -0.141 -1.595 -0.849 0.0 -1.7 0.4 -0.47
F 1.506 0.985 -0.850 -1.9 0.3 1.1 -0.16
F 1.251 1.144 1.934 -1.1 -1.0 -3.1 -0.56
H 0.083 -1.032 1.201 -0.2 -0.5 -1.4 0.39
H -0.370 -1.387 -1.766 0.3 0.9 0.3 0.38